A molecular structure, C15H28I2InO5S3 in a non-equilibrium geometry. Source: the Open Molecules 2025 dataset; level of theory: ωB97M-V with the def2-TZVPD basis set.

## Properties
largest force on an atom	6.9	eV Å⁻¹
charge	-1
DFT total energy	-2944.3533	Eh
highest occupied orbital energy	-5.0	eV
Kohn-Sham gap	0.2533	Eh

Element x y z (Å)
C  -1.43  3.40  2.94
C  -2.22  3.57  1.89
C  -2.99  3.56  0.49
C  -2.50  2.34  -0.50
C  -2.28  0.97  0.33
In  -1.74  -0.81  -1.01
C  -3.42  -2.30  -1.25
S  -5.10  -1.57  -1.53
C  -5.42  -0.12  -0.40
C  -7.02  0.22  -0.51
C  -0.02  -1.91  -0.01
S  0.40  -1.16  1.66
O  -0.92  -1.11  2.46
O  1.36  -2.07  2.45
C  -1.14  0.15  -3.01
I  -2.38  -0.41  -4.75
C  -0.04  1.06  -3.13
C  0.28  1.73  -4.58
I  1.25  1.63  -1.46
H  -0.90  3.11  3.91
H  -2.70  4.56  -0.05
H  -4.13  3.57  0.64
H  -3.32  2.27  -1.32
H  -1.55  2.72  -1.04
H  -1.34  1.11  1.01
H  -3.17  0.72  1.02
H  -3.37  -3.06  -0.37
H  -3.17  -2.93  -2.21
H  -5.11  -0.28  0.70
H  -4.88  0.79  -0.87
H  -7.60  -0.72  -0.18
H  -7.30  1.15  0.12
H  -7.23  0.37  -1.64
H  -0.40  -2.99  0.25
H  0.91  -2.06  -0.67
H  0.85  0.16  1.53
H  0.26  0.98  -5.45
H  1.24  2.37  -4.52
H  -0.59  2.48  -4.78
O  5.69  -2.53  -0.21
S  6.55  -2.10  0.86
O  6.95  -2.99  1.92
O  5.96  -0.74  1.50
C  4.62  -0.74  1.98
C  4.49  -1.46  3.31
C  8.02  -1.39  0.15
H  3.94  -1.17  1.24
H  4.32  0.31  2.11
H  4.69  -2.53  3.20
H  3.49  -1.34  3.72
H  5.22  -1.07  4.03
H  7.73  -0.68  -0.63
H  8.61  -2.20  -0.28
H  8.58  -0.89  0.94

2 unconnected molecules or ions with the total composition C7H21N4O3P in a non-equilibrium geometry. Source: the Open Molecules 2025 dataset; level of theory: ωB97M-V with the def2-TZVPD basis set.

## Properties
largest force on an atom	1.3	eV Å⁻¹
DFT total energy	-1065.3472	Eh
SMILES string	CN(C)P(=O)(N(C)C)N(C)C.C[N+](=O)[O-]
highest occupied orbital energy	-8.8	eV
Kohn-Sham gap	0.3323	Eh

Element x y z (Å)
C  5.10  0.76  -1.78
N  6.01  1.81  -2.27
O  5.54  2.67  -2.95
O  7.18  1.71  -1.97
H  5.65  -0.11  -1.43
H  4.51  0.44  -2.64
H  4.49  1.07  -0.94
O  -2.55  1.16  1.65
P  -1.75  0.20  0.88
N  -1.27  -1.17  1.76
C  -1.13  -1.10  3.19
C  -1.00  -2.45  1.12
N  -0.34  0.85  0.20
C  0.02  2.24  0.44
C  0.78  0.00  -0.19
N  -2.52  -0.45  -0.46
C  -2.38  0.16  -1.79
C  -3.85  -0.99  -0.24
H  -1.38  -2.05  3.68
H  -1.90  -0.47  3.65
H  -0.13  -0.80  3.50
H  0.02  -2.78  1.33
H  -1.06  -2.35  0.04
H  -1.72  -3.18  1.50
H  -0.87  2.85  0.62
H  0.62  2.33  1.35
H  0.43  2.68  -0.47
H  1.69  0.58  -0.29
H  0.96  -0.76  0.58
H  0.62  -0.42  -1.19
H  -2.49  1.25  -1.74
H  -1.40  -0.02  -2.23
H  -3.17  -0.22  -2.43
H  -3.88  -1.53  0.71
H  -4.21  -1.68  -1.00
H  -4.61  -0.21  -0.18